(1)
Density functional theory data (ωB97M-V/def2-TZVPD) for C4H8N2O2 as an isolated structure at a distorted geometry.

Energy above the lowest of the compared OMol25 structures with the same formula, charge and spin ... 372.5 kJ/mol

Geometry as XYZ:
```
16
C4H8N2O2 | the Open Molecules 2025 dataset | ωB97M-V/def2-TZVPD
C -1.862 -0.020 -0.191
C 0.045 0.930 1.050
C 0.562 1.027 -0.431
C -0.415 -0.042 0.030
N 0.029 -1.828 0.150
N 1.835 0.496 -0.831
O -2.423 -1.175 -0.354
O -2.385 1.088 -0.229
H 0.736 0.683 1.837
H -0.672 1.657 1.368
H 0.236 1.863 -0.876
H -1.564 -1.757 -0.242
H 0.841 -1.917 0.632
H 2.163 -0.186 -0.165
H 2.590 1.278 -0.840
H 0.287 -2.098 -0.910
```

=====

(2)
Density functional theory data (ωB97M-V/def2-TZVPD) for C42H56MgN5 as an isolated structure.

Net charge ... -1

Geometry as XYZ:
```
104
C42H56MgN5 | the Open Molecules 2025 dataset | ωB97M-V/def2-TZVPD
Mg 0.489 -0.027 0.216
C 0.770 -1.405 3.003
N 1.411 -0.263 2.332
C 1.165 0.946 3.129
C 2.837 -0.460 2.123
C 3.646 -0.916 3.148
C 4.995 -1.176 2.951
C 5.522 -0.979 1.683
C 4.735 -0.493 0.653
C 3.373 -0.180 0.841
N 2.507 0.262 -0.126
C 2.871 0.874 -1.295
C 4.079 1.557 -1.539
C 4.335 2.172 -2.753
C 3.405 2.134 -3.783
C 2.190 1.503 -3.550
C 1.908 0.910 -2.333
N 0.609 0.315 -2.071
C 0.461 -0.979 -2.745
C -0.504 1.193 -2.448
H 1.201 -1.597 3.993
H 0.843 -2.300 2.394
H -0.286 -1.174 3.124
H 1.532 0.818 4.157
H 0.097 1.160 3.142
H 1.691 1.785 2.682
H 3.207 -1.089 4.124
H 5.611 -1.539 3.764
H 6.561 -1.213 1.482
H 5.170 -0.392 -0.331
H 4.806 1.645 -0.745
H 5.274 2.696 -2.888
H 3.610 2.599 -4.739
H 1.437 1.487 -4.329
H 0.305 -0.851 -3.826
H -0.386 -1.517 -2.317
H 1.367 -1.563 -2.595
H -0.558 1.342 -3.534
H -0.411 2.159 -1.957
H -1.436 0.735 -2.112
C -4.713 -2.586 0.476
C -3.564 -2.894 -0.491
C -3.295 -1.767 -1.490
C -2.310 -3.545 0.119
C -2.448 -4.909 0.364
C -1.365 -5.738 0.583
C -0.097 -5.189 0.432
C 0.103 -3.836 0.222
C 1.513 -3.383 -0.129
C 2.619 -3.815 0.839
C 1.860 -3.934 -1.521
C -1.018 -2.942 0.231
N -0.850 -1.582 0.335
C -1.787 -0.928 1.148
C -1.872 0.415 1.277
N -1.039 1.317 0.610
C -1.515 2.595 0.400
C -0.631 3.713 0.457
C -1.129 5.004 0.371
C -2.480 5.266 0.205
C -3.330 4.189 0.031
C -2.877 2.875 0.069
C -3.835 1.799 -0.424
C -4.268 2.081 -1.868
C -5.068 1.625 0.462
C 0.868 3.544 0.615
C 1.388 4.227 1.886
C 1.634 4.081 -0.597
H -5.565 -2.190 -0.082
H -4.466 -1.863 1.252
H -5.039 -3.501 0.978
H -3.954 -3.712 -1.110
H -2.689 -0.969 -1.074
H -4.243 -1.336 -1.825
H -2.777 -2.162 -2.368
H -3.448 -5.335 0.314
H -1.497 -6.795 0.779
H 0.769 -5.843 0.469
H 1.533 -2.293 -0.192
H 2.660 -4.904 0.923
H 2.501 -3.408 1.841
H 3.588 -3.475 0.466
H 1.986 -5.019 -1.470
H 2.792 -3.501 -1.895
H 1.063 -3.732 -2.236
H -2.420 -1.533 1.788
H -2.611 0.809 1.973
H -0.437 5.837 0.448
H -2.850 6.283 0.168
H -4.378 4.373 -0.190
H -3.301 0.855 -0.434
H -4.880 2.984 -1.935
H -4.858 1.245 -2.255
H -3.401 2.219 -2.516
H -5.651 2.549 0.505
H -4.792 1.356 1.482
H -5.716 0.837 0.067
H 1.076 2.479 0.697
H 1.367 5.314 1.776
H 2.423 3.936 2.086
H 0.779 3.971 2.754
H 1.430 5.145 -0.741
H 1.362 3.561 -1.516
H 2.710 3.954 -0.459
```

=====

| no. | LUMO level (eV) | orbital gap (eV) |
| --- | --- | --- |
| 1 | 0.4874 | 9.9 |
| 2 | 2.7373 | 5.7 |